Model 1:
13 unconnected molecules or ions with the total composition C52H104O13. Source: the OMol25 dataset; level of theory: the ωB97M-V functional and the def2-TZVPD basis.

Each line ends with the Löwdin charge.
Cartesian coordinates (Å):
C 8.058 0.028 -2.888  -0.1999
C 9.047 0.876 -2.196  -0.1924
C 8.549 1.085 -0.811  -0.2338
O 7.369 0.374 -0.754  -0.0962
C 7.402 -0.625 -1.747  -0.2398
H 8.408 -0.672 -3.646  0.1250
H 7.273 0.652 -3.316  0.1211
H 9.303 1.718 -2.840  0.1181
H 9.942 0.254 -2.215  0.1144
H 8.453 2.126 -0.501  0.1236
H 9.314 0.719 -0.126  0.1161
H 6.410 -1.048 -1.909  0.1245
H 7.887 -1.554 -1.449  0.1193
C -6.019 -5.779 -2.709  -0.1681
C -6.790 -6.261 -1.539  -0.2201
C -5.915 -6.030 -0.394  -0.2110
O -4.575 -6.278 -0.872  -0.1364
C -4.518 -5.850 -2.232  -0.1815
H -6.318 -4.758 -2.943  0.1060
H -6.036 -6.339 -3.644  0.1052
H -7.132 -7.295 -1.578  0.1183
H -7.733 -5.722 -1.456  0.1167
H -6.088 -6.830 0.326  0.1241
H -6.043 -5.053 0.071  0.1246
H -4.011 -6.501 -2.944  0.1131
H -4.180 -4.814 -2.227  0.1088
C 4.132 -3.217 -7.624  -0.1926
C 5.161 -4.301 -7.444  -0.1724
C 4.335 -5.547 -7.010  -0.1473
O 3.009 -5.000 -6.686  -0.1593
C 3.032 -3.585 -6.644  -0.2182
H 3.722 -3.081 -8.625  0.1131
H 4.587 -2.275 -7.320  0.1088
H 5.787 -3.964 -6.618  0.1038
H 5.856 -4.488 -8.263  0.1086
H 4.811 -6.037 -6.161  0.1079
H 4.117 -6.223 -7.836  0.1122
H 3.126 -3.214 -5.623  0.1191
H 2.142 -3.237 -7.169  0.1162
C 1.303 6.259 -6.741  -0.1797
C 2.602 7.072 -6.782  -0.1932
C 3.686 6.065 -7.053  -0.1920
O 3.057 4.806 -6.742  -0.1344
C 1.800 5.004 -6.113  -0.2267
H 0.981 6.100 -7.770  0.1175
H 0.555 6.772 -6.137  0.1141
H 2.703 7.472 -5.773  0.1055
H 2.578 7.954 -7.421  0.1133
H 4.578 6.401 -6.524  0.1163
H 3.862 6.041 -8.128  0.1165
H 1.917 5.060 -5.030  0.1217
H 1.104 4.216 -6.401  0.1213
C -6.574 2.688 8.172  -0.1947
C -5.110 2.806 7.734  -0.1566
C -5.052 1.723 6.644  -0.1713
O -6.443 1.448 6.316  -0.1496
C -7.234 2.492 6.869  -0.2492
H -6.979 3.602 8.608  0.1147
H -6.783 1.837 8.820  0.1225
H -4.381 2.737 8.541  0.1069
H -4.887 3.764 7.264  0.1069
H -4.716 0.732 6.948  0.1157
H -4.515 2.002 5.738  0.1105
H -8.259 2.195 7.087  0.1228
H -7.247 3.395 6.258  0.1213
C 6.335 6.010 3.810  -0.1551
C 5.695 6.894 4.800  -0.1985
C 6.123 6.450 6.193  -0.2301
O 6.179 5.090 6.053  -0.1253
C 6.671 4.818 4.785  -0.2066
H 7.223 6.410 3.320  0.1074
H 5.664 5.629 3.041  0.1070
H 4.608 6.811 4.775  0.1146
H 5.803 7.941 4.514  0.1118
H 5.338 6.612 6.931  0.1240
H 7.066 6.854 6.562  0.1200
H 6.121 3.953 4.414  0.1158
H 7.731 4.574 4.852  0.1148
C 0.731 -10.213 -0.397  -0.1783
C 0.884 -9.040 -1.368  -0.1436
C 1.120 -7.767 -0.458  -0.1792
O 1.471 -8.319 0.790  -0.1510
C 1.173 -9.702 0.964  -0.1979
H 1.271 -11.131 -0.630  0.1056
H -0.311 -10.530 -0.404  0.1017
H -0.036 -8.956 -1.947  0.0976
H 1.698 -9.228 -2.068  0.1005
H 0.253 -7.106 -0.472  0.1097
H 2.014 -7.264 -0.826  0.1099
H 0.443 -9.951 1.734  0.1120
H 2.139 -10.108 1.263  0.1133
C -0.530 8.551 -0.796  -0.1842
C -1.320 9.592 -1.593  -0.1567
C -0.540 10.924 -1.200  -0.1302
O 0.835 10.388 -1.149  -0.1620
C 0.911 8.999 -1.033  -0.2399
H -0.768 7.630 -1.328  0.1048
H -0.775 8.455 0.262  0.1134
H -2.349 9.570 -1.236  0.1043
H -1.242 9.472 -2.674  0.1090
H -0.793 11.242 -0.189  0.1065
H -0.678 11.753 -1.894  0.1075
H 1.441 8.803 -0.101  0.1138
H 1.342 8.445 -1.867  0.1138
C 5.969 -3.867 5.356  -0.1651
C 6.959 -3.117 6.243  -0.1708
C 6.102 -2.095 6.951  -0.2130
O 4.884 -1.958 6.216  -0.1258
C 4.617 -3.213 5.638  -0.2177
H 6.096 -4.879 5.740  0.1014
H 6.285 -3.923 4.314  0.1075
H 7.646 -2.487 5.677  0.1098
H 7.421 -3.786 6.968  0.1108
H 6.593 -1.127 7.054  0.1183
H 5.773 -2.390 7.947  0.1145
H 4.129 -3.083 4.672  0.1154
H 3.974 -3.893 6.195  0.1149
C -0.550 -0.486 0.040  -0.1508
C 0.411 0.680 0.313  -0.1586
C 0.584 0.633 1.845  -0.2436
O -0.298 -0.274 2.400  -0.1462
C -0.625 -1.243 1.402  -0.1683
H -0.142 -1.181 -0.695  0.0994
H -1.503 -0.149 -0.369  0.1022
H -0.023 1.632 0.006  0.0997
H 1.330 0.584 -0.267  0.1028
H 0.236 1.616 2.162  0.1113
H 1.631 0.540 2.135  0.1155
H -1.657 -1.486 1.656  0.1161
H 0.095 -2.031 1.623  0.1205
C -4.107 0.788 -6.297  -0.1473
C -4.394 2.018 -7.177  -0.1680
C -4.872 1.472 -8.517  -0.2185
O -4.914 0.070 -8.387  -0.1454
C -5.015 -0.209 -6.980  -0.2218
H -4.352 0.919 -5.242  0.1109
H -3.073 0.467 -6.421  0.1138
H -3.559 2.706 -7.307  0.1032
H -5.196 2.690 -6.872  0.1051
H -4.147 1.629 -9.315  0.1191
H -5.902 1.703 -8.790  0.1183
H -4.711 -1.248 -6.848  0.1157
H -6.027 -0.259 -6.578  0.1149
C -4.474 -7.380 7.660  -0.1739
C -3.456 -7.361 6.570  -0.1846
C -3.835 -6.120 5.773  -0.2241
O -5.239 -6.114 5.784  -0.1352
C -5.589 -6.430 7.134  -0.1872
H -4.082 -7.105 8.639  0.1080
H -4.785 -8.422 7.741  0.1039
H -3.519 -8.273 5.976  0.1167
H -2.507 -7.142 7.058  0.1124
H -3.467 -6.016 4.752  0.1256
H -3.485 -5.257 6.339  0.1171
H -6.626 -6.763 7.197  0.1137
H -5.659 -5.536 7.752  0.1077
C -7.390 3.522 -0.721  -0.1577
C -6.348 2.838 0.208  -0.1302
C -5.529 4.066 0.860  -0.1516
O -5.925 5.201 0.045  -0.1398
C -7.268 4.959 -0.282  -0.2694
H -8.438 3.235 -0.642  0.1101
H -7.092 3.488 -1.769  0.1073
H -5.710 2.073 -0.233  0.0918
H -6.763 2.265 1.036  0.0943
H -4.466 3.917 1.050  0.1085
H -5.851 4.241 1.886  0.1004
H -7.583 5.638 -1.074  0.1188
H -7.946 5.267 0.514  0.1174

The total charge is 0. The value obtained for the HOMO-LUMO gap is 9.6049 eV. The multiplicity is 1. The calculation puts the HOMO energy at -9.4 eV.

***

Model 2:
13 unconnected molecules or ions with the total composition C52H104O13. Source: the OMol25 dataset; level of theory: the ωB97M-V functional and the def2-TZVPD basis.

Each line ends with the Löwdin charge.
Cartesian coordinates (Å):
C 3.008 1.636 -6.700  -0.1846
C 2.455 2.574 -5.636  -0.1221
C 2.499 1.649 -4.366  -0.1961
O 3.136 0.464 -4.769  -0.1708
C 3.922 0.701 -5.953  -0.1809
H 3.501 2.222 -7.485  0.1135
H 2.281 1.057 -7.274  0.1024
H 1.469 2.925 -5.928  0.1004
H 3.128 3.389 -5.378  0.1077
H 1.541 1.369 -3.915  0.0929
H 3.047 2.124 -3.542  0.1008
H 4.206 -0.254 -6.387  0.1191
H 4.854 1.187 -5.634  0.1184
C 5.541 3.490 0.345  -0.1784
C 6.460 3.386 -0.870  -0.1504
C 5.452 3.477 -2.037  -0.2097
O 4.169 3.516 -1.449  -0.1502
C 4.197 2.955 -0.139  -0.1976
H 5.452 4.548 0.586  0.1221
H 5.973 2.855 1.123  0.1025
H 6.871 2.378 -0.856  0.1074
H 7.181 4.197 -0.840  0.1096
H 5.625 2.589 -2.661  0.1063
H 5.544 4.294 -2.753  0.1181
H 4.083 1.865 -0.253  0.1169
H 3.372 3.208 0.529  0.1086
C 3.366 -3.375 -3.576  -0.1448
C 3.551 -4.800 -4.086  -0.1673
C 2.676 -5.652 -3.160  -0.2015
O 1.698 -4.756 -2.670  -0.1632
C 1.933 -3.399 -3.009  -0.1871
H 3.602 -2.646 -4.348  0.1032
H 4.094 -3.252 -2.766  0.1011
H 4.586 -5.139 -4.098  0.1102
H 3.118 -4.873 -5.087  0.1121
H 3.208 -6.062 -2.296  0.1154
H 2.153 -6.414 -3.743  0.1163
H 1.739 -2.800 -2.116  0.0912
H 1.166 -3.124 -3.744  0.1161
C -2.928 3.166 -2.833  -0.1833
C -3.393 4.520 -2.355  -0.1621
C -2.354 5.427 -3.019  -0.2423
O -1.169 4.700 -3.146  -0.1222
C -1.422 3.299 -2.922  -0.1684
H -3.416 2.856 -3.766  0.1055
H -3.267 2.323 -2.220  0.1059
H -3.213 4.592 -1.278  0.1048
H -4.425 4.753 -2.604  0.1174
H -2.315 6.406 -2.517  0.1169
H -2.673 5.823 -4.002  0.1164
H -0.968 3.073 -1.951  0.1208
H -0.942 2.776 -3.749  0.0894
C 3.826 2.293 4.903  -0.1376
C 3.590 2.584 3.389  -0.1375
C 2.848 1.352 2.874  -0.2338
O 2.239 0.767 4.002  -0.1596
C 3.114 0.952 5.126  -0.1738
H 3.433 3.116 5.495  0.1015
H 4.885 2.221 5.160  0.1052
H 4.480 2.636 2.770  0.0858
H 2.958 3.458 3.524  0.0948
H 3.579 0.708 2.368  0.1000
H 2.140 1.634 2.090  0.1062
H 3.818 0.125 5.241  0.1155
H 2.463 0.970 6.000  0.1156
C 0.099 -0.612 1.003  -0.1487
C 0.872 -0.289 -0.294  -0.1343
C -0.324 -0.212 -1.283  -0.1833
O -1.429 0.275 -0.532  -0.1387
C -1.130 0.266 0.844  -0.2233
H 0.653 -0.545 1.941  0.1042
H -0.198 -1.667 0.960  0.1013
H 1.599 -1.041 -0.596  0.0831
H 1.393 0.670 -0.233  0.1036
H -0.487 -1.218 -1.687  0.1143
H -0.225 0.497 -2.108  0.0999
H -1.979 -0.089 1.429  0.0817
H -0.881 1.277 1.198  0.1144
C -1.617 -5.943 0.932  -0.1380
C -0.885 -4.569 0.935  -0.1731
C 0.396 -4.869 1.699  -0.2199
O 0.050 -5.885 2.607  -0.1289
C -0.909 -6.767 2.030  -0.1775
H -1.505 -6.385 -0.056  0.1072
H -2.649 -5.676 1.146  0.0861
H -1.527 -3.843 1.442  0.0753
H -0.823 -4.214 -0.095  0.1096
H 0.798 -3.953 2.129  0.1090
H 1.114 -5.251 0.961  0.1194
H -1.637 -6.999 2.805  0.1159
H -0.486 -7.688 1.630  0.1139
C -2.254 -1.744 4.091  -0.1660
C -3.497 -1.184 4.783  -0.1596
C -3.419 -1.885 6.150  -0.1954
O -2.082 -2.339 6.293  -0.1292
C -1.263 -1.838 5.247  -0.1869
H -2.012 -1.104 3.240  0.0849
H -2.363 -2.762 3.705  0.1086
H -4.430 -1.476 4.303  0.0950
H -3.435 -0.103 4.920  0.0951
H -4.037 -2.783 6.064  0.1177
H -3.783 -1.250 6.958  0.1168
H -0.415 -2.502 5.110  0.1227
H -0.904 -0.814 5.432  0.1140
C -5.550 -1.836 -0.105  -0.1761
C -4.435 -1.840 0.930  -0.1652
C -4.558 -3.235 1.581  -0.1746
O -5.765 -3.805 1.058  -0.1389
C -6.574 -2.749 0.514  -0.1873
H -5.134 -2.252 -1.026  0.1192
H -5.909 -0.828 -0.324  0.1063
H -4.629 -1.110 1.724  0.0847
H -3.474 -1.549 0.506  0.0984
H -4.642 -3.074 2.656  0.1008
H -3.696 -3.836 1.303  0.0853
H -7.066 -2.251 1.356  0.1258
H -7.176 -3.200 -0.270  0.1243
C -5.367 3.031 0.684  -0.1403
C -5.299 1.886 1.722  -0.1599
C -5.753 2.512 3.018  -0.2089
O -5.381 3.872 2.920  -0.1516
C -5.417 4.292 1.559  -0.1779
H -6.221 2.854 0.026  0.1081
H -4.507 2.978 0.017  0.0840
H -4.252 1.576 1.813  0.0945
H -5.786 0.947 1.456  0.0943
H -5.179 2.124 3.866  0.1118
H -6.803 2.309 3.261  0.1208
H -4.531 4.893 1.364  0.1141
H -6.368 4.795 1.369  0.1183
C 4.026 -1.750 0.916  -0.1667
C 3.817 -3.250 0.817  -0.1751
C 5.223 -3.753 0.668  -0.1981
O 5.907 -3.043 1.717  -0.1428
C 5.380 -1.704 1.692  -0.1868
H 3.185 -1.274 1.417  0.0830
H 4.254 -1.207 -0.003  0.1071
H 3.258 -3.526 -0.087  0.1041
H 3.274 -3.659 1.665  0.1131
H 5.718 -3.542 -0.285  0.1221
H 5.310 -4.810 0.927  0.1254
H 6.078 -1.058 1.155  0.1095
H 5.241 -1.350 2.713  0.1085
C -0.897 0.787 -5.972  -0.1554
C -2.352 0.311 -6.003  -0.1542
C -2.320 -1.057 -5.372  -0.1830
O -1.048 -1.581 -5.798  -0.1411
C -0.122 -0.509 -5.672  -0.2075
H -0.699 1.549 -5.216  0.0685
H -0.533 1.242 -6.894  0.1071
H -2.614 0.197 -7.057  0.1156
H -2.973 1.062 -5.514  0.1003
H -3.062 -1.793 -5.666  0.1232
H -2.256 -0.990 -4.276  0.1182
H 0.758 -0.546 -6.315  0.1082
H 0.300 -0.525 -4.661  0.0987
C -1.913 2.475 4.111  -0.1665
C -0.406 2.415 4.349  -0.1523
C -0.059 3.901 4.605  -0.1803
O -1.105 4.701 4.059  -0.1466
C -2.122 3.869 3.479  -0.1742
H -2.516 2.430 5.020  0.1131
H -2.285 1.749 3.384  0.0834
H 0.021 2.008 3.432  0.0863
H -0.022 1.820 5.174  0.1016
H 0.863 4.174 4.093  0.1031
H -0.046 4.102 5.675  0.1184
H -1.798 3.843 2.429  0.1184
H -3.129 4.263 3.573  0.1045

The total charge is 0. The value obtained for the HOMO-LUMO gap is 9.7842 eV. The multiplicity is 1. The calculation puts the HOMO energy at -9.3 eV.

***

On energetic grounds, model 2 is preferred over the next structure by 0.1385 hartree.